Entry from the Open Molecules 2025 dataset: a molecular structure, C3H5N3 (ωB97M-V with the def2-TZVPD basis set).

The geometry in XYZ format:
```
11
C3H5N3 (ωB97M-V with the def2-TZVPD basis set)
N -1.868 -0.405 0.398
C -0.554 -0.358 0.122
N 0.319 -1.316 0.073
N 1.337 -0.283 -0.425
C 1.681 0.882 0.381
C 0.338 0.802 -0.262
H -2.440 0.397 0.195
H -2.325 -1.301 0.476
H 1.721 -0.514 -1.333
H 1.744 0.613 1.436
H 0.046 1.483 -1.060
```

Values from the calculation:
**Kohn-Sham gap**: 0.3102 hartree
**Charge**: 0
**Energy above the lowest of the compared OMol25 structures with the same formula, charge and spin**: 5.239 eV
**HOMO energy**: -7.713 eV

Results of the natural (NBO) charge analysis, in e, for atoms 1 through 4: number 1, N, carries -0.789; number 2, C, carries 0.380; number 3, N, carries -0.372; number 4, N, carries -0.273

***

Entry from the Open Molecules 2025 dataset: 7 unconnected molecules or ions with the total composition C25H43NO18 (ωB97M-V with the def2-TZVPD basis set).

The geometry in XYZ format:
```
87
C25H43NO18 (ωB97M-V with the def2-TZVPD basis set)
C 9.300 13.544 2.022
C 10.572 14.182 2.652
C 10.279 14.667 4.135
O 11.100 13.821 5.007
C 11.913 13.157 4.197
O 12.882 12.517 4.522
O 11.573 13.287 2.835
H 8.585 14.209 1.563
H 8.757 12.895 2.596
H 9.700 13.064 1.147
H 10.891 15.011 2.076
H 9.249 14.532 4.585
H 10.643 15.656 4.363
C 14.909 15.026 7.290
C 15.059 13.460 7.311
C 16.408 12.967 7.916
O 16.055 12.051 8.919
C 14.773 12.095 9.133
O 14.164 11.622 10.130
O 14.130 12.918 8.275
H 15.369 15.532 6.371
H 15.512 15.569 8.105
H 13.872 15.377 7.360
H 14.786 13.104 6.334
H 16.926 13.895 8.321
H 17.044 12.485 7.106
C 14.737 17.276 1.145
C 13.931 16.269 1.928
C 14.783 15.394 2.821
O 14.357 15.563 4.094
C 13.558 16.530 4.137
O 13.024 16.930 5.153
O 13.261 17.035 2.956
H 13.981 17.882 0.558
H 15.513 16.878 0.513
H 15.285 17.906 1.805
H 13.201 15.720 1.319
H 15.888 15.531 2.734
H 14.481 14.324 2.557
C 17.132 12.980 1.498
O 16.977 12.911 2.906
C 16.249 11.876 3.415
O 15.639 10.958 2.537
O 16.147 11.588 4.680
C 15.361 10.469 5.103
H 16.689 12.195 0.838
H 18.130 13.288 1.172
H 16.530 13.844 1.247
H 15.244 10.414 6.232
H 15.962 9.478 4.897
H 14.390 10.396 4.719
C 13.577 12.054 0.176
O 13.813 13.462 -0.085
C 14.795 13.753 -1.063
O 15.511 12.693 -1.472
O 14.966 15.037 -1.507
C 15.785 15.165 -2.718
H 14.396 11.757 0.788
H 13.400 11.540 -0.793
H 12.656 11.978 0.783
H 16.633 14.519 -2.713
H 16.076 16.150 -2.847
H 15.080 14.977 -3.560
C 10.387 18.397 5.304
O 9.069 18.630 5.758
C 8.113 17.848 5.491
O 8.390 16.773 4.674
O 6.894 18.002 5.977
C 6.654 18.983 6.946
H 11.103 19.277 5.228
H 10.371 18.070 4.209
H 10.827 17.725 5.951
H 5.542 19.010 7.172
H 7.097 19.946 6.520
H 7.049 18.806 7.945
C 8.964 17.281 0.381
C 9.263 18.007 1.687
C 10.330 19.025 1.444
C 10.411 20.121 2.432
N 10.432 20.911 3.196
H 9.759 16.903 -0.165
H 8.454 17.946 -0.271
H 8.267 16.475 0.520
H 9.578 17.434 2.511
H 8.497 18.637 2.119
H 10.254 19.486 0.425
H 11.251 18.472 1.337
```

Values from the calculation:
**Kohn-Sham gap**: 0.3740 hartree
**SMILES**: C[C@H]1COC(=O)O1.C[C@H]1COC(=O)O1.C[C@H]1COC(=O)O1.COC(=O)OC.COC(=O)OC.COC(=O)OC.CCCC#N
**Charge**: 0
**Energy above the lowest of the compared OMol25 structures with the same formula, charge and spin**: 5.719 eV
**HOMO energy**: -10.015 eV

Results of the Löwdin charge analysis, in e, for atoms 1 through 4: number 1, C, carries 0.013; number 2, C, carries -0.320; number 3, C, carries -0.033; number 4, O, carries 0.090

***

Entry from the Open Molecules 2025 dataset: 6 unconnected molecules or ions with the total composition C34H82NO23P6S2 (ωB97M-V with the def2-TZVPD basis set).

The geometry in XYZ format:
```
148
C34H82NO23P6S2 (ωB97M-V with the def2-TZVPD basis set)
O 2.853 -3.367 5.480
C 1.979 -4.388 5.402
C 1.622 -5.219 4.019
C 0.108 -4.735 3.511
N -0.684 -4.468 4.770
S -1.327 -2.846 4.846
P 0.205 -3.276 2.283
S 1.594 -1.940 2.755
C -0.598 -6.010 2.748
O -1.019 -5.974 1.453
O -0.798 -7.324 3.435
H 1.444 -4.707 6.413
H 2.446 -5.058 3.195
H 1.496 -6.360 4.305
H -1.430 -5.200 4.936
H -2.731 -3.011 4.623
H -1.075 -2.659 1.974
H 0.671 -3.845 1.011
O 0.728 -0.494 -1.016
P 0.620 -0.049 -2.495
O 2.257 0.052 -2.729
C 2.984 -1.145 -2.904
C 2.689 -1.791 -4.247
O 0.353 1.560 -2.152
C -0.198 1.940 -0.899
C 0.901 2.212 0.121
O 0.499 0.447 -4.148
C -0.524 -0.198 -4.891
C -1.889 -0.081 -4.240
H 2.771 -1.841 -2.084
H 4.046 -0.892 -2.855
H 1.671 -2.204 -4.255
H 3.388 -2.608 -4.446
H 2.748 -1.056 -5.058
H -0.900 1.179 -0.540
H -0.778 2.854 -1.049
H 1.683 1.445 0.112
H 0.484 2.272 1.131
H 1.399 3.161 -0.104
H -0.257 -1.250 -5.029
H -0.551 0.268 -5.881
H -1.913 -0.593 -3.273
H -2.657 -0.531 -4.875
H -2.145 0.965 -4.055
O 7.881 0.044 -3.463
P 8.654 -0.396 -4.730
O 9.520 1.011 -4.858
C 10.609 1.209 -3.984
C 11.775 0.294 -4.322
O 7.438 0.004 -5.799
C 6.088 0.053 -5.356
C 5.721 1.452 -4.877
O 9.518 -0.887 -6.146
C 9.920 -2.249 -6.157
C 8.765 -3.205 -5.927
H 10.293 1.065 -2.945
H 10.930 2.249 -4.091
H 11.531 -0.745 -4.062
H 12.669 0.582 -3.762
H 11.994 0.317 -5.395
H 5.910 -0.698 -4.578
H 5.448 -0.213 -6.200
H 6.491 1.892 -4.235
H 4.776 1.435 -4.326
H 5.611 2.128 -5.731
H 10.695 -2.400 -5.401
H 10.370 -2.448 -7.135
H 8.333 -3.074 -4.931
H 9.103 -4.242 -6.010
H 7.964 -3.031 -6.650
O -1.619 4.964 2.940
P -1.360 6.104 3.954
O -2.469 5.562 5.058
C -2.127 4.456 5.865
C -1.069 4.818 6.895
O -2.342 7.215 3.192
C -2.619 7.087 1.804
C -3.877 6.259 1.571
O -1.070 7.378 5.088
C 0.293 7.756 5.224
C 0.938 8.117 3.900
H -1.790 3.621 5.241
H -3.034 4.136 6.385
H -0.100 4.981 6.403
H -0.947 4.014 7.625
H -1.328 5.746 7.416
H -1.755 6.664 1.276
H -2.772 8.090 1.398
H -3.906 5.356 2.189
H -3.956 5.967 0.520
H -4.766 6.841 1.836
H 0.844 6.944 5.707
H 0.325 8.621 5.894
H 0.978 7.254 3.229
H 1.963 8.467 4.056
H 0.369 8.896 3.387
O -7.096 0.912 10.170
P -5.574 1.166 10.047
O -5.631 1.571 8.442
C -6.104 2.853 8.091
C -5.117 3.942 8.477
O -5.167 -0.439 9.848
C -6.025 -1.459 10.342
C -7.029 -1.889 9.279
O -3.873 1.449 9.909
C -3.284 2.097 11.028
C -3.561 1.380 12.336
H -7.082 3.036 8.552
H -6.243 2.865 7.006
H -5.089 4.061 9.568
H -5.407 4.902 8.039
H -4.103 3.686 8.152
H -6.527 -1.129 11.259
H -5.405 -2.316 10.615
H -7.483 -1.038 8.760
H -7.825 -2.492 9.724
H -6.530 -2.488 8.510
H -3.644 3.128 11.075
H -2.204 2.132 10.853
H -4.629 1.383 12.572
H -3.035 1.871 13.161
H -3.246 0.335 12.283
O -2.400 -4.035 -7.081
P -2.766 -4.217 -8.574
O -2.537 -2.624 -8.967
C -1.215 -2.153 -9.114
C -0.557 -2.705 -10.368
O -4.415 -4.143 -8.337
C -4.969 -4.477 -7.072
C -5.086 -3.244 -6.184
O -3.176 -4.420 -10.243
C -2.695 -5.618 -10.833
C -3.112 -6.860 -10.068
H -0.624 -2.402 -8.225
H -1.261 -1.063 -9.186
H -0.348 -3.776 -10.248
H 0.389 -2.195 -10.566
H -1.217 -2.599 -11.237
H -4.380 -5.265 -6.589
H -5.966 -4.890 -7.240
H -4.184 -2.623 -6.206
H -5.286 -3.532 -5.148
H -5.906 -2.606 -6.530
H -1.605 -5.567 -10.911
H -3.097 -5.665 -11.850
H -2.673 -6.875 -9.065
H -2.780 -7.762 -10.590
H -4.197 -6.897 -9.944
```

Values from the calculation:
**Kohn-Sham gap**: 0.1490 hartree
**Charge**: -1
**HOMO energy**: -4.838 eV

Results of the Löwdin charge analysis, in e, for atoms 1 through 4: number 1, O, carries -0.143; number 2, C, carries -0.165; number 3, C, carries -0.116; number 4, C, carries -0.598

***

Entry from the Open Molecules 2025 dataset: a molecular structure, C3H4N4 (ωB97M-V with the def2-TZVPD basis set).

The geometry in XYZ format:
```
11
C3H4N4 (ωB97M-V with the def2-TZVPD basis set)
C -0.287 -0.510 -0.066
C 1.864 -0.534 -0.086
C 1.541 0.778 -0.036
H -3.378 -0.127 0.338
H -2.256 0.990 0.751
H 2.888 -1.028 -0.159
H 2.369 1.488 -0.168
N -2.340 0.090 -0.254
N -1.491 -0.687 -0.122
N 0.843 -1.346 -0.035
N 0.246 0.887 -0.162
```

Values from the calculation:
**Kohn-Sham gap**: 0.2943 hartree
**Charge**: 0
**Energy above the lowest of the compared OMol25 structures with the same formula, charge and spin**: 6.822 eV
**HOMO energy**: -9.323 eV

Results of the natural (NBO) charge analysis, in e, for atoms 1 through 4: number 1, C, carries 0.367; number 2, C, carries 0.002; number 3, C, carries -0.021; number 4, H, carries 0.346

***

Entry from the Open Molecules 2025 dataset: 9 unconnected molecules or ions with the total composition C8H35ClO9PS (ωB97M-V with the def2-TZVPD basis set).

The geometry in XYZ format:
```
55
C8H35ClO9PS (ωB97M-V with the def2-TZVPD basis set)
O -0.320 -2.485 -1.619
P -0.605 -1.034 -1.040
S -2.528 -0.411 -2.091
Cl 0.501 0.185 -2.196
H -0.680 -2.703 -2.488
H -3.427 -1.204 -1.490
H -2.477 -0.990 -3.300
C 1.120 4.337 -0.614
O 0.276 3.373 -1.262
H 0.665 5.310 -0.765
H 1.192 4.142 0.457
H 2.123 4.348 -1.038
H 0.660 2.503 -1.141
C -1.522 -5.039 0.227
O -2.620 -5.311 1.077
H -1.831 -4.225 -0.427
H -0.642 -4.723 0.794
H -1.257 -5.902 -0.391
H -2.362 -6.026 1.671
C -4.235 -7.518 3.315
O -2.835 -7.742 3.476
H -4.333 -6.893 2.431
H -4.782 -8.447 3.149
H -4.666 -6.993 4.169
H -2.694 -8.293 4.252
C 4.669 6.086 -0.722
O 3.658 5.909 0.266
H 4.434 5.429 -1.553
H 4.694 7.120 -1.078
H 5.655 5.814 -0.340
H 3.855 6.479 1.016
C 1.034 6.006 3.094
O 2.453 6.049 3.145
H 0.740 6.428 2.136
H 0.657 4.981 3.156
H 0.581 6.600 3.892
H 2.739 5.683 3.986
C 5.631 3.371 -3.633
O 5.714 3.401 -2.213
H 5.425 4.388 -3.960
H 6.569 3.044 -4.088
H 4.822 2.723 -3.980
H 5.903 2.510 -1.905
C -6.008 2.103 -2.972
O -4.960 1.440 -2.248
H -6.901 1.495 -2.863
H -6.200 3.093 -2.560
H -5.765 2.191 -4.032
H -4.182 2.001 -2.325
C 0.598 -7.206 2.202
O -0.019 -6.364 3.166
H 1.536 -6.734 1.916
H 0.817 -8.197 2.607
H -0.021 -7.325 1.306
H -0.850 -6.776 3.428
```

Values from the calculation:
**Kohn-Sham gap**: 0.2529 hartree
**Charge**: +1
**HOMO energy**: -11.436 eV

Results of the natural (NBO) charge analysis, in e, for atoms 1 through 4: number 1, O, carries -0.965; number 2, P, carries 1.184; number 3, S, carries 0.069; number 4, Cl, carries -0.240

***

Entry from the Open Molecules 2025 dataset: 2 unconnected molecules or ions with the total composition C2H3N2OP (ωB97M-V with the def2-TZVPD basis set).

The geometry in XYZ format:
```
9
C2H3N2OP (ωB97M-V with the def2-TZVPD basis set)
C 2.256 1.005 0.116
C 0.210 0.599 -0.287
N 2.208 0.313 -0.982
N 0.959 0.050 -1.236
O 0.980 1.265 0.597
P -1.581 0.840 -0.301
H 3.148 1.479 0.755
H -4.014 -0.776 0.654
H -1.530 0.190 -1.416
```

Values from the calculation:
**Kohn-Sham gap (alpha / beta)**: 0.3181 / 0.3130 hartree
**Charge**: 0
**Energy above the lowest of the compared OMol25 structures with the same formula, charge and spin**: 5.201 eV
**HOMO energy (alpha / beta)**: -10.543 / -8.758 eV

Results of the natural (NBO) charge analysis, in e, for atoms 1 through 4: number 1, C, carries 0.278; number 2, C, carries 0.109; number 3, N, carries -0.280; number 4, N, carries -0.269

***

Entry from the Open Molecules 2025 dataset: C3H3NO2S in the gas phase (ωB97M-V with the def2-TZVPD basis set).

The geometry in XYZ format:
```
10
C3H3NO2S (ωB97M-V with the def2-TZVPD basis set)
C 0.129 0.275 0.258
C -1.092 0.942 -0.252
C 0.778 -1.786 -0.891
N 0.482 -0.822 -0.293
O 1.789 -0.131 2.146
O -0.815 1.610 -1.282
S 0.857 0.906 1.646
H -1.759 0.078 -0.431
H -1.406 1.530 0.699
H 1.036 -2.602 -1.601
```

Values from the calculation:
**Kohn-Sham gap (alpha / beta)**: 0.1963 / 0.2854 hartree
**Charge**: 0
**Energy above the lowest of the compared OMol25 structures with the same formula, charge and spin**: 7.492 eV
**HOMO energy (alpha / beta)**: -7.440 / -9.175 eV

Results of the natural (NBO) charge analysis, in e, for atoms 1 through 4: number 1, C, carries -0.242; number 2, C, carries -0.056; number 3, C, carries 0.227; number 4, N, carries -0.194

***

Entry from the Open Molecules 2025 dataset: C4H5NO2 in the gas phase (ωB97M-V with the def2-TZVPD basis set).

The geometry in XYZ format:
```
12
C4H5NO2 (ωB97M-V with the def2-TZVPD basis set)
O 2.673 -0.402 -0.737
C 1.502 -0.180 -0.898
C 0.570 0.114 0.236
C -0.639 1.026 0.115
N -1.650 0.247 0.847
C -1.320 -0.967 0.720
O -0.097 -1.260 0.227
H 0.966 -0.343 -1.853
H 1.106 0.309 1.178
H -0.971 1.119 -0.930
H -0.559 2.037 0.531
H -1.995 -1.781 0.967
```

Values from the calculation:
**Kohn-Sham gap**: 0.3925 hartree
**SMILES**: O=C[C@H]1CN=CO1
**Charge**: 0
**Energy above the lowest of the compared OMol25 structures with the same formula, charge and spin**: 1.691 eV
**HOMO energy**: -10.064 eV

Results of the natural (NBO) charge analysis, in e, for atoms 1 through 4: number 1, O, carries -0.485; number 2, C, carries 0.427; number 3, C, carries -0.034; number 4, C, carries -0.283